No. 1
# C26H28N2O4

An isolated molecule of C26H28N2O4 (ωB97M-V with the def2-TZVPD basis set, the OMol25 dataset).

SMILES string: O=C(COc1ccc2c3c(c(=O)oc2c1)CCC3)NC1CCN(Cc2ccccc2)CC1
ΔE to the lowest compared entry with this formula, charge and spin: 7.3 kcal/mol
Frontier orbital gap: 8.56 eV
Spin multiplicity: 1

Atoms and positions in Å:
O1 4.16 3.23 0.42
C1 3.27 2.64 -0.16
N1 3.41 1.51 -0.85
H1 2.58 1.12 -1.26
C2 4.61 0.70 -0.88
C3 4.42 -0.47 -1.85
H2 5.36 -1.01 -1.94
C4 3.35 -1.43 -1.33
N2 3.69 -1.91 -0.01
C5 3.80 -0.82 0.94
C6 4.91 0.13 0.51
H3 5.86 -0.41 0.47
H4 5.01 0.95 1.23
H5 4.04 -1.24 1.92
H6 2.86 -0.25 1.04
C7 2.82 -2.99 0.45
C8 1.36 -2.61 0.60
C9 0.90 -2.01 1.76
C10 -0.43 -1.62 1.88
C11 -1.31 -1.84 0.83
C12 -0.86 -2.44 -0.33
C13 0.47 -2.81 -0.45
H7 0.81 -3.29 -1.36
H8 -1.54 -2.62 -1.15
H9 -2.35 -1.55 0.93
H10 -0.77 -1.16 2.79
H11 1.57 -1.86 2.59
H12 2.92 -3.81 -0.27
H13 3.21 -3.33 1.41
H14 3.30 -2.30 -2.00
H15 2.36 -0.94 -1.35
H16 4.13 -0.10 -2.83
H17 5.45 1.33 -1.20
C14 1.81 3.14 -0.10
H18 1.79 4.19 -0.43
O2 0.98 2.34 -0.92
C15 -0.30 2.09 -0.57
C16 -0.92 1.07 -1.29
C17 -2.23 0.71 -1.02
C18 -2.94 1.37 0.01
C19 -2.31 2.39 0.71
C20 -1.01 2.76 0.43
H19 -0.56 3.57 0.98
H20 -2.85 2.91 1.49
C21 -4.28 0.91 0.24
C22 -4.78 -0.12 -0.49
C23 -4.03 -0.78 -1.53
O3 -4.40 -1.71 -2.21
O4 -2.77 -0.28 -1.75
C24 -6.18 -0.47 -0.07
H21 -6.84 -0.61 -0.92
H22 -6.16 -1.41 0.49
C25 -6.58 0.72 0.82
H23 -7.18 0.40 1.68
H24 -7.18 1.42 0.24
C26 -5.26 1.39 1.25
H25 -5.34 2.48 1.27
H26 -4.95 1.06 2.25
H27 -0.38 0.56 -2.07
H28 1.52 3.10 0.95

=====

No. 2
# C43H45B2F4FeN5O5PS2Te

A structure of composition C43H45B2F4FeN5O5PS2Te (ωB97M-V with the def2-TZVPD basis set, the OMol25 dataset).

ΔE to the lowest compared entry with this formula, charge and spin: 0.0 kcal/mol
⟨S²⟩: 8.827
Frontier orbital gap (alpha / beta): 5.72 / 5.58 eV
Spin multiplicity: 6

Atoms and positions in Å:
Fe1 0.13 0.31 -0.13
C1 -3.12 2.99 -0.71
C2 -1.82 2.29 -0.57
N1 -1.70 1.01 -0.58
O1 -2.80 0.27 -0.75
B1 -2.56 -1.21 -0.69
F1 -2.07 -1.52 0.58
F2 -3.73 -1.83 -1.00
O2 -1.53 -1.61 -1.69
N2 -0.29 -1.16 -1.41
C3 0.70 -1.66 -2.05
C4 0.60 -2.79 -3.01
C5 1.98 -0.97 -1.79
N3 1.90 -0.01 -0.93
O3 2.98 0.74 -0.74
B2 2.79 1.97 0.11
F3 2.43 1.58 1.39
F4 3.96 2.67 0.05
O4 1.71 2.82 -0.43
N4 0.50 2.23 -0.42
C6 -0.53 3.00 -0.47
C7 -0.45 4.48 -0.48
C8 3.23 -1.33 -2.50
H1 -3.93 2.29 -0.54
H2 -3.22 3.42 -1.71
H3 -3.17 3.81 0.01
H4 -0.39 -3.22 -2.97
H5 1.34 -3.54 -2.74
H6 0.80 -2.44 -4.03
H7 0.54 4.79 -0.16
H8 -1.20 4.89 0.20
H9 -0.64 4.87 -1.48
H10 3.04 -1.48 -3.57
H11 3.59 -2.28 -2.09
H12 3.98 -0.56 -2.36
C9 -2.45 -6.64 6.59
C10 -2.19 -5.39 5.80
C11 -2.13 -5.41 4.42
C12 -1.88 -4.27 3.67
C13 -1.83 -4.40 2.17
C14 -1.70 -3.05 4.34
Te1 -1.26 -1.20 3.35
N5 -0.53 0.71 1.88
C15 -0.24 1.83 2.59
O5 -0.75 2.90 2.22
C16 0.53 1.76 3.88
C17 0.27 2.74 4.83
C18 0.94 2.71 6.05
C19 1.88 1.73 6.30
C20 2.16 0.77 5.34
C21 1.49 0.78 4.13
C22 -3.30 -0.63 3.37
C23 -4.19 -1.51 2.75
C24 -5.53 -1.21 2.67
C25 -6.00 -0.02 3.22
C26 -5.12 0.84 3.85
C27 -3.76 0.56 3.94
C28 -2.85 1.52 4.66
C29 -1.76 -3.01 5.74
C30 -1.60 -1.71 6.50
C31 -2.01 -4.17 6.45
H13 -2.53 -7.51 5.94
H14 -3.37 -6.56 7.16
H15 -1.64 -6.83 7.30
H16 -2.25 -6.36 3.90
H17 -1.43 -5.37 1.89
H18 -1.21 -3.64 1.70
H19 -2.83 -4.33 1.73
H20 -0.45 3.51 4.60
H21 0.73 3.47 6.79
H22 2.41 1.72 7.24
H23 2.92 0.02 5.52
H24 1.70 0.03 3.38
H25 -3.82 -2.43 2.31
H26 -6.21 -1.89 2.17
H27 -7.05 0.23 3.16
H28 -5.49 1.75 4.30
H29 -3.35 1.93 5.54
H30 -2.57 2.35 4.01
H31 -1.94 1.04 5.00
H32 -0.76 -1.12 6.12
H33 -1.42 -1.90 7.55
H34 -2.50 -1.09 6.42
H35 -2.05 -4.14 7.53
S1 2.72 -4.35 -0.32
P1 2.40 -3.38 1.36
S2 0.87 -2.03 1.39
C32 3.91 -2.58 1.97
C33 4.98 -3.38 2.37
C34 6.15 -2.79 2.80
C35 6.27 -1.40 2.83
C36 5.21 -0.60 2.42
C37 4.03 -1.20 1.99
C38 1.92 -4.49 2.73
C39 1.65 -5.83 2.50
C40 1.26 -6.65 3.56
C41 1.16 -6.12 4.84
C42 1.44 -4.78 5.07
C43 1.81 -3.96 4.02
H36 4.88 -4.46 2.34
H37 6.98 -3.41 3.12
H38 7.19 -0.94 3.17
H39 5.29 0.48 2.43
H40 3.20 -0.58 1.70
H41 1.74 -6.23 1.50
H42 1.04 -7.69 3.38
H43 0.86 -6.76 5.66
H44 1.35 -4.37 6.07
H45 2.02 -2.91 4.19

=====

No. 3
# C44H53N4O2

A cluster of 2 separate species, C44H53N4O2 in total (ωB97M-V with the def2-TZVPD basis set, the OMol25 dataset).

Frontier orbital gap: 5.62 eV
Spin multiplicity: 1
Total charge: +1

Atoms and positions in Å:
C1 -5.88 0.69 -2.89
C2 -4.41 0.92 -3.05
C3 -3.88 2.19 -2.86
C4 -2.52 2.44 -3.00
C5 -2.06 3.86 -2.88
C6 -1.65 1.36 -3.26
N1 -0.28 1.64 -3.52
C7 0.81 1.10 -2.94
N2 1.90 1.67 -3.56
C8 3.25 1.36 -3.31
C9 3.63 0.01 -3.16
C10 2.59 -1.06 -3.09
C11 4.99 -0.29 -3.07
C12 5.96 0.71 -3.00
C13 7.39 0.38 -2.73
C14 5.55 2.04 -3.13
C15 4.22 2.38 -3.32
C16 3.88 3.84 -3.48
C17 1.53 2.39 -4.78
C18 0.04 2.31 -4.80
C19 -2.17 0.09 -3.55
C20 -1.31 -1.00 -4.10
C21 -3.55 -0.11 -3.43
H1 -6.13 -0.35 -3.11
H2 -6.19 0.90 -1.85
H3 -6.47 1.34 -3.55
H4 -4.55 3.02 -2.62
H5 -1.11 3.97 -2.35
H6 -1.99 4.36 -3.85
H7 -2.81 4.43 -2.32
H8 3.04 -2.00 -2.75
H9 1.77 -0.78 -2.40
H10 2.09 -1.25 -4.06
H11 5.30 -1.34 -3.01
H12 8.03 1.22 -3.02
H13 7.56 0.20 -1.65
H14 7.70 -0.51 -3.28
H15 6.31 2.83 -3.09
H16 4.75 4.43 -3.16
H17 3.70 4.11 -4.53
H18 3.03 4.15 -2.87
H19 1.85 3.43 -4.74
H20 1.98 1.92 -5.66
H21 -0.32 1.68 -5.63
H22 -0.44 3.28 -4.86
H23 -1.87 -1.94 -4.06
H24 -1.04 -0.84 -5.16
H25 -0.38 -1.13 -3.54
H26 -3.96 -1.09 -3.66
C22 6.82 1.96 2.31
O1 6.34 1.21 1.18
C23 5.03 0.85 1.21
C24 4.57 0.05 0.14
C25 3.22 -0.18 0.01
C26 2.27 0.26 0.96
C27 0.91 -0.17 0.87
C28 0.26 -0.57 2.05
C29 -0.90 -1.32 2.16
N3 -1.49 -1.60 3.34
C30 -2.61 -2.55 3.43
C31 -3.74 -2.20 2.45
C32 -4.98 -3.04 2.61
C33 -6.23 -2.40 2.67
C34 -7.39 -3.14 2.84
C35 -7.33 -4.54 2.93
C36 -6.09 -5.19 2.82
C37 -4.92 -4.43 2.67
C38 -3.02 -2.44 4.90
O2 -3.94 -3.03 5.45
N4 -2.17 -1.55 5.49
C39 -2.27 -1.24 6.90
C40 -1.08 -1.07 4.66
C41 0.25 -1.68 5.14
C42 -1.04 0.47 4.70
C43 2.78 1.00 2.07
C44 4.13 1.24 2.23
H27 7.85 2.22 2.06
H28 6.23 2.88 2.45
H29 6.79 1.35 3.22
H30 5.30 -0.35 -0.55
H31 2.87 -0.80 -0.81
H32 0.46 -0.35 -0.11
H33 0.79 -0.32 2.97
H34 -1.38 -1.74 1.27
H35 -2.25 -3.58 3.24
H36 -4.01 -1.14 2.57
H37 -3.34 -2.31 1.43
H38 -6.25 -1.31 2.60
H39 -8.35 -2.62 2.93
H40 -8.23 -5.11 3.09
H41 -6.03 -6.27 2.88
H42 -3.95 -4.93 2.59
H43 -3.17 -1.70 7.31
H44 -1.39 -1.61 7.44
H45 -2.31 -0.15 7.05
H46 0.09 -2.73 5.40
H47 1.02 -1.60 4.37
H48 0.57 -1.13 6.03
H49 -2.04 0.87 4.50
H50 -0.72 0.79 5.70
H51 -0.34 0.87 3.97
H52 2.08 1.37 2.83
H53 4.50 1.76 3.11

=====

No. 4
# C7H17NO4

A cluster of 5 separate species, C7H17NO4 in total (ωB97M-V with the def2-TZVPD basis set, the OMol25 dataset).

ΔE to the lowest compared entry with this formula, charge and spin: 10.1 kcal/mol
⟨S²⟩: 0.772
Frontier orbital gap (alpha / beta): 9.94 / 6.70 eV
Spin multiplicity: 2
Total charge: +1

Atoms and positions in Å:
C1 -2.57 -0.73 -1.14
C2 -1.13 -0.45 -0.91
C3 0.02 -0.90 -1.49
N1 1.18 -0.37 -0.92
C4 0.79 0.44 0.07
C5 -0.63 0.33 0.18
C6 -1.37 0.89 1.30
C7 -0.84 0.79 2.53
H1 -2.77 -1.78 -1.36
H2 -3.14 -0.40 -0.28
H3 -3.05 -0.15 -1.93
H4 0.05 -1.65 -2.27
H5 2.00 -0.21 -1.49
H6 1.43 1.11 0.63
H7 -2.36 1.27 1.10
H8 0.20 0.66 2.80
H9 -1.46 1.02 3.38
H10 2.02 2.39 -3.19
H11 0.64 3.10 -3.37
O1 1.09 2.25 -3.39
H12 1.38 -2.75 -0.53
H13 1.50 -3.92 0.40
O2 0.87 -3.49 -0.19
H14 0.26 -3.05 2.68
H15 -0.22 -1.81 2.06
O3 0.61 -2.22 2.33
H16 2.04 3.39 1.76
H17 1.29 3.08 0.44
O4 2.16 3.15 0.83

=====

No. 5
# C3H11NOS2

A cluster of 2 separate species, C3H11NOS2 in total (ωB97M-V with the def2-TZVPD basis set, the OMol25 dataset).

SMILES string: CSSCCN.O
ΔE to the lowest compared entry with this formula, charge and spin: 9.1 kcal/mol
Frontier orbital gap: 9.70 eV
Spin multiplicity: 1

Atoms and positions in Å:
N1 0.84 0.74 1.70
C1 1.23 1.15 0.33
C2 0.08 1.49 -0.57
S1 -1.15 0.19 -0.86
S2 -0.24 -1.58 -0.58
C3 0.50 -2.03 -2.15
H1 0.95 1.47 2.39
H2 -0.14 0.48 1.73
H3 1.99 1.92 0.49
H4 1.80 0.29 -0.04
H5 -0.44 2.34 -0.13
H6 0.46 1.76 -1.56
H7 1.58 -1.85 -2.34
H8 0.48 -3.10 -2.31
H9 0.03 -1.45 -2.94
H10 -2.17 -1.23 2.17
H11 -3.31 -0.19 2.08
O1 -2.50 -0.42 2.58

=====

No. 6
# C4H11BBrO2S

The ion C4H11BBrO2S with charge +1 (ωB97M-V with the def2-TZVPD basis set, the OMol25 dataset).

Frontier orbital gap: 9.28 eV
Spin multiplicity: 1
Total charge: +1

Atoms and positions in Å:
C1 -0.37 2.42 -0.42
C2 -0.51 1.49 0.81
B1 -1.33 0.20 0.50
O1 -2.40 0.22 -0.28
S1 -0.79 -1.43 1.29
Br1 -1.75 -3.01 0.10
C3 1.05 -1.69 1.04
O2 1.64 -0.77 0.25
C4 1.48 -0.97 -1.16
H1 -0.88 3.35 -0.22
H2 0.68 2.64 -0.55
H3 -0.77 1.97 -1.31
H4 0.45 1.23 1.23
H5 -1.04 2.01 1.61
H6 -2.34 -0.36 -1.06
H7 1.48 -1.63 2.03
H8 1.15 -2.71 0.70
H9 2.44 -0.96 -1.65
H10 0.89 -0.14 -1.55
H11 0.92 -1.87 -1.36

=====

No. 7
# C46H43AsBCl2N7O3P2Se2Sr

A structure of composition C46H43AsBCl2N7O3P2Se2Sr (ωB97M-V with the def2-TZVPD basis set, the OMol25 dataset).

ΔE to the lowest compared entry with this formula, charge and spin: 23.5 kcal/mol
Frontier orbital gap: 6.55 eV
Spin multiplicity: 1
Total charge: -2

Atoms and positions in Å:
Sr1 3.43 0.27 1.02
Cl1 4.94 1.11 5.31
C1 3.48 1.79 4.69
C2 3.06 3.03 5.17
C3 1.90 3.60 4.71
Cl2 1.40 5.15 5.36
C4 1.11 2.95 3.74
C5 -0.10 3.46 3.22
C6 -0.78 2.75 2.26
C7 -0.23 1.53 1.81
N1 0.88 1.03 2.28
C8 1.55 1.69 3.24
C9 2.76 1.05 3.73
O1 3.12 -0.09 3.30
H1 3.66 3.54 5.90
H2 -0.47 4.41 3.57
H3 -1.71 3.11 1.84
H4 -0.73 0.97 1.03
Se1 -0.47 2.34 -5.30
P1 -0.91 2.65 -3.26
C10 -0.80 4.39 -2.75
C11 -0.69 4.76 -1.40
C12 -0.68 6.10 -1.05
C13 -0.76 7.08 -2.02
C14 -0.86 6.72 -3.36
C15 -0.88 5.38 -3.72
C16 -2.66 2.24 -2.92
C17 -3.30 1.30 -3.71
C18 -4.63 0.96 -3.48
C19 -5.34 1.59 -2.48
C20 -4.72 2.56 -1.70
C21 -3.39 2.88 -1.91
C22 0.15 1.81 -2.08
C23 0.40 0.49 -1.62
N2 1.48 0.59 -0.81
N3 1.84 1.86 -0.75
N4 1.08 2.61 -1.51
P2 -0.24 -1.17 -1.85
Se2 0.98 -2.68 -1.05
C24 -0.40 -1.39 -3.64
C25 -1.55 -1.89 -4.25
C26 -1.55 -2.15 -5.62
C27 -0.41 -1.92 -6.37
C28 0.74 -1.44 -5.76
C29 0.75 -1.18 -4.40
C30 -1.92 -1.25 -1.15
C31 -2.53 -2.49 -1.05
C32 -3.77 -2.62 -0.43
C33 -4.38 -1.51 0.12
C34 -3.77 -0.27 0.04
C35 -2.55 -0.13 -0.60
H5 -0.57 4.00 -0.64
H6 -0.57 6.37 -0.01
H7 -0.74 8.13 -1.74
H8 -0.91 7.49 -4.13
H9 -0.93 5.09 -4.76
H10 -2.75 0.85 -4.53
H11 -5.10 0.21 -4.10
H12 -6.38 1.33 -2.30
H13 -5.27 3.07 -0.92
H14 -2.92 3.64 -1.30
H15 -2.44 -2.06 -3.67
H16 -2.45 -2.53 -6.09
H17 -0.41 -2.12 -7.43
H18 1.64 -1.26 -6.34
H19 1.65 -0.81 -3.92
H20 -2.01 -3.37 -1.42
H21 -4.22 -3.60 -0.34
H22 -5.33 -1.62 0.64
H23 -4.24 0.60 0.48
H24 -2.08 0.83 -0.67
N5 5.93 -0.51 1.97
N6 6.79 0.60 1.85
C36 6.33 1.77 1.18
O2 7.20 2.58 0.87
O3 5.07 1.85 1.04
H25 5.87 -0.79 2.94
H26 6.23 -1.29 1.39
H27 7.76 0.40 1.68
B1 5.88 -3.68 -1.09
C37 5.04 -2.37 -0.81
N7 4.43 -1.42 -0.55
H28 5.71 -4.02 -2.24
H29 7.05 -3.41 -0.88
H30 5.49 -4.54 -0.31
C38 -0.16 -3.37 5.04
As1 0.53 -1.96 3.83
C39 1.87 -3.10 2.99
C40 -0.86 -2.04 2.39
C41 -1.55 -3.35 2.24
C42 -1.02 -4.36 1.44
C43 -1.66 -5.58 1.32
C44 -2.84 -5.83 2.00
C45 -3.38 -4.83 2.80
C46 -2.74 -3.61 2.92
H31 -0.38 -4.30 4.52
H32 -1.06 -3.02 5.56
H33 0.61 -3.55 5.79
H34 1.44 -4.06 2.70
H35 2.67 -3.27 3.71
H36 2.31 -2.63 2.11
H37 -0.32 -1.77 1.48
H38 -1.57 -1.24 2.60
H39 -0.12 -4.15 0.87
H40 -1.23 -6.35 0.68
H41 -3.34 -6.79 1.90
H42 -4.31 -5.01 3.33
H43 -3.17 -2.84 3.55

=====

No. 8
# C9H11N2

The ion C9H11N2 with charge +1 (ωB97M-V with the def2-TZVPD basis set, the OMol25 dataset).

SMILES string: C[C@@]1([NH3+])C=Nc2ccccc21
ΔE to the lowest compared entry with this formula, charge and spin: 74.4 kcal/mol
Frontier orbital gap: 8.60 eV
Spin multiplicity: 1
Total charge: +1

Atoms and positions in Å:
C1 1.55 -0.24 2.39
C2 1.15 1.02 2.82
C3 1.11 -0.84 1.18
C4 0.15 1.67 2.01
C5 0.39 -0.10 0.36
C6 -0.21 1.12 0.81
C7 -1.31 1.00 -1.12
C8 -0.55 -0.31 -1.20
C9 -1.44 -1.52 -1.25
N1 -1.10 1.70 -0.10
N2 0.40 -0.28 -2.39
H1 2.29 -0.83 2.97
H2 1.43 1.53 3.69
H3 1.28 -1.87 0.78
H4 -0.43 2.50 2.30
H5 -1.89 1.40 -1.88
H6 -1.94 -1.36 -2.17
H7 -2.02 -1.26 -0.33
H8 -0.89 -2.40 -1.14
H9 1.37 -0.65 -2.11
H10 0.70 0.72 -2.50
H11 -0.03 -1.02 -3.12

=====

What F_max values result from the calculations? In sequence: 0.0196; 0.0205; 0.0437; 0.0368; 0.0486; 0.0294; 0.0229; 0.1252 Eh/bohr.
What calculated total energy values result from the calculations? In sequence: -1418.0814; -5434.3840; -2077.6858; -632.3116; -1047.2529; -3306.2942; -11085.3294; -458.7119 hartree.